A.
15
Properties=species:S:1:pos:R:3 method="wB97M-V/def2-TZVPD" e_homo_ev=-9.12 gap_ev=9.83
C -0.9279 1.0893 -0.1176
C -0.1286 -0.1885 0.0264
C 1.2778 -0.1097 -0.5670
C 2.0994 0.8665 0.1502
N 2.7302 1.6520 0.7231
C -0.3056 -1.0568 1.2121
N -0.8231 -1.3901 -0.4507
H -0.4579 1.8871 0.4645
H -0.9766 1.4168 -1.1619
H -1.9488 0.9558 0.2573
H 1.2316 0.1686 -1.6261
H 1.7524 -1.0919 -0.4923
H -1.2477 -0.7860 1.7125
H -0.4414 -2.1350 0.3252
H -1.8340 -1.2782 -0.4559



B.
15
Properties=species:S:1:pos:R:3 method="wB97M-V/def2-TZVPD" smiles=Cc1ccnn1C e_homo_ev=-8.91 gap_ev=9.91
C 1.6630 -0.2352 -1.2394
C 0.6172 -0.3489 -0.1418
C 0.6203 -1.3086 0.8671
C -0.5459 -1.0901 1.6108
N -1.2267 -0.0995 1.1269
N -0.5818 0.3865 0.0629
C -1.4907 1.5476 -0.2849
H 1.3582 -0.7721 -2.1470
H 2.6263 -0.6788 -0.9335
H 1.8674 0.8015 -1.5149
H 1.3356 -2.0986 1.0702
H -0.9945 -1.5439 2.4758
H -2.4105 1.4384 0.3308
H -1.8023 1.5195 -1.3214
H -1.0359 2.4823 0.0383



It is B that is most stable; the runner-up trails by 245.4 kJ/mol.



A.
15
Properties=species:S:1:pos:R:3 method="wB97M-V/def2-TZVPD" smiles="NN1CC2=C1CC2" e_homo_ev=-7.96 gap_ev=8.98
N -2.5382 -0.6379 0.1243
N -1.3342 -0.0490 -0.4110
C -0.9404 1.3681 -0.0758
C 0.4454 0.7876 0.1647
C 0.0270 -0.4538 -0.0774
C 1.3943 -1.0540 -0.1506
C 1.9300 0.3740 0.0056
H -2.7386 -0.5014 1.0944
H -2.4011 -1.6481 0.0724
H -1.4377 1.9264 0.8681
H -1.0083 1.8993 -1.0483
H 1.6715 -1.7820 0.7004
H 1.8182 -1.5453 -1.1221
H 2.3588 0.7972 -1.0004
H 2.7533 0.5188 0.8557



B.
15
Properties=species:S:1:pos:R:3 method="wB97M-V/def2-TZVPD" e_homo_ev=-8.23 gap_ev=9.17
N 2.8056 0.2884 -0.0602
N 1.8405 -0.6727 -0.2130
C 0.6317 -0.3372 -0.1869
C 0.0422 1.0773 -0.1944
C -1.2831 1.1251 0.0686
C -1.9034 -0.2981 -0.1600
C -0.5702 -1.2644 0.0501
H 2.6585 1.1260 0.3926
H 3.6320 -0.1381 0.4552
H 0.6392 2.0183 -0.3225
H -2.0026 1.9943 0.2243
H -2.5380 -0.3643 -1.1085
H -2.7047 -0.5775 0.7169
H -0.6527 -1.8741 1.0034
H -0.5950 -2.1030 -0.6656



C.
15
Properties=species:S:1:pos:R:3 method="wB97M-V/def2-TZVPD" e_homo_ev="-10.12 / -8.70" gap_ev="10.21 / 7.64"
C -2.0791 0.1553 0.0094
C -0.9642 -0.4083 -0.8337
C 0.3342 0.2717 -1.0847
C 0.7208 1.4295 -0.3066
N 1.1371 2.2608 0.3851
N 0.2762 -0.9970 -0.3285
C 1.9327 -0.7337 1.3156
H -1.7065 0.8968 0.7187
H -2.8447 0.6249 -0.6213
H -2.5572 -0.6603 0.5608
H -1.3413 -0.9435 -1.7191
H 0.7663 0.2632 -2.0891
H 2.0514 -1.0584 0.3167
H 2.3788 -1.4082 2.0551
H 1.8955 0.3071 1.6218



It is B that is most stable; the runner-up trails by 269.1 kJ/mol.



A.
15
Properties=species:S:1:pos:R:3 method="wB97M-V/def2-TZVPD" e_homo_ev=-7.48 gap_ev=8.28
C 2.3153 0.1942 -0.1298
N 0.8955 0.0241 0.0937
C 0.3732 -1.2305 0.2469
C -0.9928 -1.1642 0.2335
C -1.3397 0.2085 0.0484
N -2.6414 0.7451 -0.0234
C -0.1647 0.9253 -0.0044
H 2.5101 -0.4524 -1.0356
H 2.5694 1.2157 -0.4364
H 3.1401 0.0150 1.1984
H 1.0389 -2.0692 0.4078
H -1.6679 -1.9995 0.3792
H -3.3319 0.0589 -0.3043
H -2.6811 1.5305 -0.6608
H -0.0229 1.9986 -0.0133



B.
15
Properties=species:S:1:pos:R:3 method="wB97M-V/def2-TZVPD" e_homo_ev=-7.64 gap_ev=7.92
C -1.6875 -0.2545 -0.5338
N -0.5579 -0.1066 0.3542
C -0.4608 -0.5050 1.6082
N 0.6347 -0.1214 2.2705
C 1.4033 0.6443 1.4399
C 1.5423 0.0962 -1.0135
C 0.6566 0.6804 0.1030
H -1.3729 -0.6854 -1.4901
H -2.4324 -0.9099 -0.0761
H -2.1542 0.7178 -0.7251
H -1.2516 -1.1094 2.0530
H 2.4718 -0.2889 -0.5840
H 1.0409 -0.7246 -1.5358
H 1.8086 0.8526 -1.7554
H 0.3592 1.7144 -0.1149



It is A that is most stable; the runner-up trails by 62.6 kJ/mol.



A.
13
Properties=species:S:1:pos:R:3 method="wB97M-V/def2-TZVPD" e_homo_ev=-8.75 gap_ev=8.33
N 1.4475 -1.5041 0.0812
C 2.0072 -0.2773 0.0112
S 3.5689 -0.0062 -0.4462
C 1.0038 0.7995 0.2122
C -0.3272 0.7852 0.1469
S -1.3408 -0.6427 -0.1168
C -2.8930 0.2364 -0.3536
O -3.9227 -0.3909 -0.3648
H 2.0494 -2.2444 -0.0877
H 0.7387 -1.6799 0.8118
H 1.4230 1.7809 0.2433
H -0.8525 1.7926 0.2008
H -2.9023 1.3508 -0.3383



B.
13
Properties=species:S:1:pos:R:3 method="wB97M-V/def2-TZVPD" smiles="N#C[C@H](CO)SC=S" e_homo_ev=-9.54 gap_ev=7.74
N -0.0166 2.4056 -0.6272
C 0.1450 1.2897 -0.1535
C 0.1366 -0.0993 0.3045
C 1.5891 -0.3598 0.6650
O 2.3767 -0.6797 -0.2891
S -1.0234 -1.1815 -0.7063
C -2.3047 -0.0062 -0.7597
S -3.5538 -0.0653 0.3912
H -0.4351 0.0880 1.2593
H 1.5687 -1.1566 1.2626
H 1.9213 0.5663 1.2395
H 1.8048 -1.2592 -0.7659
H -2.2087 0.4580 -1.8206



C.
13
Properties=species:S:1:pos:R:3 method="wB97M-V/def2-TZVPD" smiles="CSn1ccc(=S)o1" e_homo_ev=-8.87 gap_ev=8.79
C -1.4702 -1.0277 -1.0773
S 0.2443 -1.1037 -1.7301
N 1.0514 -0.0823 -0.7209
C 1.0801 -0.5478 0.6114
C 1.0031 0.5642 1.3319
C 0.4339 1.7321 0.5263
S -0.3555 3.0940 1.0281
O 0.5969 1.2800 -0.6885
H -2.0812 -1.9217 -1.4660
H -1.8859 0.1327 -1.1060
H -1.4079 -1.2066 0.1915
H 1.4225 -1.6562 0.6931
H 1.3685 0.7429 2.4065



It is A that is most stable; the runner-up trails by 291.7 kJ/mol.